Entry 1:
Here is a structure of composition C4H8O at a distorted geometry from the Open Molecules 2025 dataset. Energies are from ωB97M-V/def2-TZVPD.

Properties
- highest occupied orbital energy (eV) = -7.83
- net charge = 0
- lowest unoccupied orbital energy (eV) = -2.479
- DFT total energy (Eh) = -232.094189

Structure (XYZ):
```
13
C4H8O ωB97M-V/def2-TZVPD
C -0.716 -0.687 -0.567
C 0.018 0.469 0.185
C 1.460 0.305 0.400
C -0.681 1.724 0.544
O -0.117 -1.986 -0.654
H -1.596 -0.732 0.021
H -1.087 -0.399 -1.575
H 1.797 -0.671 0.939
H 1.769 1.119 0.915
H 1.955 0.236 -0.658
H -0.509 0.786 1.211
H -0.501 2.626 -0.218
H -1.372 2.051 1.226
```

Per-atom Mulliken charges, elementary charge units: atom 1 (C): -0.327, atom 2 (C): 0.701, atom 3 (C): -1.104, atom 4 (C): -1.001, atom 5 (O): -0.659, atom 6 (H): 0.250, atom 7 (H): 0.289, atom 8 (H): 0.259, atom 9 (H): 0.522, atom 10 (H): 0.263, atom 11 (H): 0.242, atom 12 (H): 0.237, atom 13 (H): 0.328

Entry 2:
Here is an isolated molecule of C4H8O at a distorted geometry from the Open Molecules 2025 dataset. Energies are from ωB97M-V/def2-TZVPD.

Properties
- highest occupied orbital energy (eV) = -8.80
- SMILES = C=COCC
- net charge = 0
- lowest unoccupied orbital energy (eV) = 1.156
- DFT total energy (Eh) = -232.385722

Structure (XYZ):
```
13
C4H8O ωB97M-V/def2-TZVPD
C -1.683 -0.498 -0.001
C -0.505 -0.048 -0.861
C 1.452 0.877 0.823
C 1.678 -0.271 0.194
O 0.653 -0.870 -0.524
H -1.524 -0.221 1.049
H -1.709 -1.584 -0.076
H -2.658 -0.090 -0.302
H -0.592 -0.288 -1.919
H -0.467 1.088 -0.820
H 2.260 1.482 1.186
H 0.421 1.179 1.021
H 2.673 -0.757 0.230
```

Per-atom Mulliken charges, elementary charge units: atom 1 (C): -0.874, atom 2 (C): -0.494, atom 3 (C): -0.763, atom 4 (C): 0.191, atom 5 (O): -0.374, atom 6 (H): 0.249, atom 7 (H): 0.277, atom 8 (H): 0.348, atom 9 (H): 0.306, atom 10 (H): 0.343, atom 11 (H): 0.265, atom 12 (H): 0.197, atom 13 (H): 0.329

Entry 3:
Here is an isolated molecule of C4H8O from the Open Molecules 2025 dataset. Energies are from ωB97M-V/def2-TZVPD.

Properties
- highest occupied orbital energy (eV) = -9.89
- SMILES = CCCC=O
- net charge = 0
- lowest unoccupied orbital energy (eV) = 1.071
- DFT total energy (Eh) = -232.433169

Structure (XYZ):
```
13
C4H8O ωB97M-V/def2-TZVPD
C 0.681 1.606 0.260
C -0.376 0.608 -0.208
C -0.199 -0.780 0.415
C -0.364 -1.922 -0.562
O -0.553 -1.798 -1.748
H 1.682 1.271 -0.039
H 0.679 1.719 1.350
H 0.517 2.596 -0.180
H -1.378 0.988 0.020
H -0.329 0.502 -1.297
H 0.805 -0.898 0.850
H -0.888 -0.957 1.253
H -0.277 -2.935 -0.113
```

Per-atom Mulliken charges, elementary charge units: atom 1 (C): -1.257, atom 2 (C): -0.241, atom 3 (C): -0.612, atom 4 (C): 0.036, atom 5 (O): -0.479, atom 6 (H): 0.346, atom 7 (H): 0.316, atom 8 (H): 0.346, atom 9 (H): 0.292, atom 10 (H): 0.289, atom 11 (H): 0.308, atom 12 (H): 0.320, atom 13 (H): 0.337

Entry 4:
Here is an isolated molecule of C4H8O from the Open Molecules 2025 dataset. Energies are from ωB97M-V/def2-TZVPD.

Properties
- highest occupied orbital energy (eV) = -9.96
- SMILES = C[C@@H]1O[C@@H]1C
- net charge = 0
- lowest unoccupied orbital energy (eV) = 1.166
- DFT total energy (Eh) = -232.405240

Structure (XYZ):
```
13
C4H8O ωB97M-V/def2-TZVPD
C -1.148 0.910 0.913
C 0.717 -0.073 -0.700
C 0.601 -1.556 -0.464
C -0.052 1.023 -0.099
O 1.255 0.698 0.365
H -1.363 -0.128 1.164
H -0.823 1.442 1.809
H -2.061 1.378 0.543
H 1.166 0.197 -1.653
H 1.610 -1.991 -0.483
H 0.009 -2.065 -1.233
H 0.185 -1.784 0.520
H -0.097 1.948 -0.681
```

Per-atom Mulliken charges, elementary charge units: atom 1 (C): -1.176, atom 2 (C): 0.138, atom 3 (C): -1.242, atom 4 (C): 0.182, atom 5 (O): -0.459, atom 6 (H): 0.304, atom 7 (H): 0.252, atom 8 (H): 0.322, atom 9 (H): 0.371, atom 10 (H): 0.289, atom 11 (H): 0.293, atom 12 (H): 0.344, atom 13 (H): 0.382

Entry 5:
Here is a cluster of 2 separate species, C4H8O in total from the Open Molecules 2025 dataset. Energies are from ωB97M-V/def2-TZVPD.

Properties
- highest occupied orbital energy (eV) = -10.03
- SMILES = C=C1CC1.O
- net charge = 0
- lowest unoccupied orbital energy (eV) = 0.967
- DFT total energy (Eh) = -232.371328

Structure (XYZ):
```
13
C4H8O ωB97M-V/def2-TZVPD
O 0.331 -2.389 -1.477
C -0.318 -0.893 0.985
C -0.075 0.301 0.482
C 0.839 1.440 0.356
C -0.571 1.480 -0.231
H -0.618 -2.506 -1.373
H 0.430 -1.434 1.556
H -1.286 -1.368 0.856
H 0.529 -1.584 -0.988
H 1.039 2.034 1.243
H 1.662 1.376 -0.348
H -1.317 2.103 0.252
H -0.646 1.440 -1.312
```

Per-atom Mulliken charges, elementary charge units: atom 1 (O): -0.674, atom 2 (C): -0.988, atom 3 (C): 0.483, atom 4 (C): -0.451, atom 5 (C): -0.522, atom 6 (H): 0.343, atom 7 (H): 0.265, atom 8 (H): 0.365, atom 9 (H): 0.313, atom 10 (H): 0.219, atom 11 (H): 0.209, atom 12 (H): 0.220, atom 13 (H): 0.219

Entry 6:
Here is an isolated molecule of C4H8O at a distorted geometry from the Open Molecules 2025 dataset. Energies are from ωB97M-V/def2-TZVPD.

Properties
- highest occupied orbital energy (eV) = -9.45
- SMILES = C/C=C/CO
- net charge = 0
- lowest unoccupied orbital energy (eV) = 0.857
- DFT total energy (Eh) = -232.356634

Structure (XYZ):
```
13
C4H8O ωB97M-V/def2-TZVPD
C 0.463 0.066 -0.229
C -0.434 -0.107 0.709
C 1.940 -0.255 -0.087
C -2.068 0.326 0.488
O -2.804 -0.289 -0.510
H 0.291 0.308 -1.292
H -0.171 -0.703 1.628
H 2.144 -0.645 0.939
H 2.069 -1.176 -0.698
H 2.739 0.582 -0.354
H -1.938 1.517 0.571
H -2.401 0.078 1.502
H -2.536 0.026 -1.471
```

Per-atom Mulliken charges, elementary charge units: atom 1 (C): -0.036, atom 2 (C): -0.109, atom 3 (C): -1.066, atom 4 (C): -0.463, atom 5 (O): -0.492, atom 6 (H): 0.238, atom 7 (H): 0.218, atom 8 (H): 0.294, atom 9 (H): 0.272, atom 10 (H): 0.260, atom 11 (H): 0.245, atom 12 (H): 0.285, atom 13 (H): 0.356

Entry 7:
Here is a structure of composition C4H8O from the Open Molecules 2025 dataset. Energies are from ωB97M-V/def2-TZVPD.

Properties
- highest occupied orbital energy (eV) = -8.90
- net charge = 0
- lowest unoccupied orbital energy (eV) = 0.898
- DFT total energy (Eh) = -232.287166

Structure (XYZ):
```
13
C4H8O ωB97M-V/def2-TZVPD
C -1.618 0.623 0.308
C -0.684 -0.559 0.005
C 0.494 -0.002 -0.739
C 1.698 0.208 0.094
O 1.895 -1.081 -0.519
H -2.520 0.274 0.818
H -1.129 1.361 0.955
H -1.920 1.131 -0.614
H -1.218 -1.289 -0.612
H -0.392 -1.056 0.943
H 1.407 -0.811 -1.467
H 2.441 0.955 -0.192
H 1.615 0.075 1.175
```

Per-atom Mulliken charges, elementary charge units: atom 1 (C): -1.107, atom 2 (C): -0.283, atom 3 (C): -0.519, atom 4 (C): -0.287, atom 5 (O): -0.320, atom 6 (H): 0.333, atom 7 (H): 0.310, atom 8 (H): 0.331, atom 9 (H): 0.267, atom 10 (H): 0.286, atom 11 (H): 0.526, atom 12 (H): 0.238, atom 13 (H): 0.225

Entry 8:
Here is a cluster of 2 separate species, C4H8O in total at a distorted geometry from the Open Molecules 2025 dataset. Energies are from ωB97M-V/def2-TZVPD.

Properties
- highest occupied orbital energy (eV) = -9.26
- SMILES = CC=O.C=C
- net charge = 0
- lowest unoccupied orbital energy (eV) = 0.989
- DFT total energy (Eh) = -232.340560

Structure (XYZ):
```
13
C4H8O ωB97M-V/def2-TZVPD
C -1.183 0.223 0.773
C -2.488 -0.137 0.245
C 1.983 0.643 -0.536
C 2.388 -0.547 -0.519
O -0.358 0.600 0.037
H -2.724 0.459 -0.677
H -2.411 -1.174 -0.027
H -3.093 0.032 1.218
H 1.639 1.119 0.324
H 1.793 1.275 -1.440
H -0.808 -0.264 1.684
H 2.865 -1.046 -1.428
H 2.396 -1.183 0.345
```

Per-atom Mulliken charges, elementary charge units: atom 1 (C): 0.044, atom 2 (C): -0.867, atom 3 (C): -0.428, atom 4 (C): -0.402, atom 5 (O): -0.341, atom 6 (H): 0.266, atom 7 (H): 0.258, atom 8 (H): 0.284, atom 9 (H): 0.228, atom 10 (H): 0.201, atom 11 (H): 0.349, atom 12 (H): 0.173, atom 13 (H): 0.235

Entry 9:
Here is an isolated molecule of C4H8O at a distorted geometry from the Open Molecules 2025 dataset. Energies are from ωB97M-V/def2-TZVPD.

Properties
- highest occupied orbital energy (eV) = -9.56
- SMILES = C[C@@H]1O[C@@H]1C
- net charge = 0
- lowest unoccupied orbital energy (eV) = 0.963
- DFT total energy (Eh) = -232.333499

Structure (XYZ):
```
13
C4H8O ωB97M-V/def2-TZVPD
C 1.506 0.288 -0.578
C 0.083 0.392 -0.948
O -1.163 -0.769 -1.180
C -1.047 0.041 -0.085
C -0.722 -0.646 1.224
H 1.094 1.342 -0.188
H 2.265 0.201 -1.390
H 1.838 -0.220 0.330
H -0.021 1.060 -1.796
H -1.792 0.832 0.031
H -0.032 -1.484 1.067
H -0.278 0.073 1.923
H -1.637 -1.043 1.669
```

Per-atom Mulliken charges, elementary charge units: atom 1 (C): -0.867, atom 2 (C): -0.429, atom 3 (O): -0.568, atom 4 (C): 0.696, atom 5 (C): -1.438, atom 6 (H): 0.255, atom 7 (H): 0.250, atom 8 (H): 0.293, atom 9 (H): 0.429, atom 10 (H): 0.349, atom 11 (H): 0.400, atom 12 (H): 0.291, atom 13 (H): 0.340

Entry 10:
Here is an isolated molecule of C4H8O from the Open Molecules 2025 dataset. Energies are from ωB97M-V/def2-TZVPD.

Properties
- highest occupied orbital energy (eV) = -9.72
- SMILES = CC1(O)CC1
- net charge = 0
- lowest unoccupied orbital energy (eV) = 1.029
- DFT total energy (Eh) = -232.410955

Structure (XYZ):
```
13
C4H8O ωB97M-V/def2-TZVPD
C -1.228 -0.471 0.660
C -0.173 0.148 -0.227
O -0.689 0.844 -1.332
C 1.195 -0.443 -0.420
C 1.002 0.803 0.413
H -0.806 -1.189 1.368
H -1.986 -0.996 0.068
H -1.739 0.312 1.229
H -1.096 0.186 -1.910
H 1.477 -1.373 0.068
H 1.619 -0.290 -1.409
H 1.099 0.716 1.492
H 1.325 1.752 0.000
```

Per-atom Mulliken charges, elementary charge units: atom 1 (C): -1.282, atom 2 (C): 0.968, atom 3 (O): -0.547, atom 4 (C): -0.749, atom 5 (C): -0.716, atom 6 (H): 0.316, atom 7 (H): 0.376, atom 8 (H): 0.265, atom 9 (H): 0.351, atom 10 (H): 0.247, atom 11 (H): 0.262, atom 12 (H): 0.238, atom 13 (H): 0.272

Entry 11:
Here is an isolated molecule of C4H8O from the Open Molecules 2025 dataset. Energies are from ωB97M-V/def2-TZVPD.

Properties
- highest occupied orbital energy (eV) = -9.86
- SMILES = CCCC=O
- net charge = 0
- lowest unoccupied orbital energy (eV) = 1.064
- DFT total energy (Eh) = -232.435163

Structure (XYZ):
```
13
C4H8O ωB97M-V/def2-TZVPD
C -1.768 0.164 0.271
C -0.479 -0.203 -0.456
C 0.757 -0.081 0.430
C 2.044 0.040 -0.349
O 2.107 0.134 -1.552
H -1.758 1.220 0.565
H -1.908 -0.433 1.179
H -2.640 0.005 -0.370
H -0.539 -1.225 -0.849
H -0.344 0.444 -1.329
H 0.698 0.809 1.077
H 0.856 -0.930 1.122
H 2.974 0.057 0.262
```

Per-atom Mulliken charges, elementary charge units: atom 1 (C): -1.213, atom 2 (C): -0.266, atom 3 (C): -0.560, atom 4 (C): -0.001, atom 5 (O): -0.473, atom 6 (H): 0.328, atom 7 (H): 0.307, atom 8 (H): 0.344, atom 9 (H): 0.281, atom 10 (H): 0.311, atom 11 (H): 0.296, atom 12 (H): 0.308, atom 13 (H): 0.339

Entry 12:
Here is a cluster of 2 separate species, C4H8O in total at a distorted geometry from the Open Molecules 2025 dataset. Energies are from ωB97M-V/def2-TZVPD.

Properties
- highest occupied orbital energy (eV) = -10.00
- SMILES = CC=O.C=C
- net charge = 0
- lowest unoccupied orbital energy (eV) = 0.987
- DFT total energy (Eh) = -232.371713

Structure (XYZ):
```
13
C4H8O ωB97M-V/def2-TZVPD
C -1.895 0.055 1.069
C -2.830 -0.641 1.761
H -2.082 0.662 0.194
H -0.914 0.286 1.486
H -3.821 -0.663 1.545
H -2.559 -1.089 2.704
O 0.573 1.257 -1.756
C 1.210 0.244 -1.566
C 2.559 0.170 -0.925
H 0.960 -0.815 -1.988
H 2.553 -0.250 0.112
H 3.194 -0.459 -1.614
H 3.052 1.243 -1.022
```

Per-atom Mulliken charges, elementary charge units: atom 1 (C): -0.454, atom 2 (C): -0.492, atom 3 (H): 0.251, atom 4 (H): 0.201, atom 5 (H): 0.282, atom 6 (H): 0.209, atom 7 (O): -0.463, atom 8 (C): 0.229, atom 9 (C): -0.782, atom 10 (H): 0.244, atom 11 (H): 0.267, atom 12 (H): 0.272, atom 13 (H): 0.236

Orbital gap: 5.35; 9.96; 10.96; 11.13; 11.00; 10.30; 9.79; 10.25; 10.52; 10.75; 10.92; 10.99 (eV)